C4H6ClFOS | wB97M-V/def2-TZVPD

Geometry as ORCA input:
```
! RIJCOSX wB97M-V def2-TZVPD def2/J DEFGRID3
* xyz 0 1
Cl -1.60 -2.05 -0.69
S 0.84 1.65 -1.34
F -2.08 0.44 -0.53
O 0.21 1.27 1.24
C -0.20 -0.26 1.01
C -1.05 -0.40 -0.30
C 0.18 -0.19 -1.13
C 1.02 -0.74 0.16
H 2.06 -0.25 0.24
H -0.57 -0.66 2.15
H 1.32 -1.85 0.11
H -0.05 -0.72 -2.10
H -0.68 1.82 1.26
H 0.60 1.94 -0.09
*
```

As for the highest occupied orbital energy: -8.9 eV. The calculation puts the HOMO-LUMO gap at 9.395 eV. Its SMILES is O[C@@H]1C[C@H](S)[C@@]1(F)Cl. The energy comes out at -32364.5072 eV. The value obtained for the energy above the lowest of the compared OMol25 structures with the same formula, charge and spin is 64.68 kcal/mol.

Results of the Löwdin charge analysis, in e, for atoms 1 through 2: Cl 0.73; S 0.72


C4H6ClI | wB97M-V/def2-TZVPD

Geometry as ORCA input:
```
! RIJCOSX wB97M-V def2-TZVPD def2/J DEFGRID3
* xyz 0 1
I 4.07 0.11 -1.80
Cl 0.10 0.75 1.82
C 2.70 2.69 -2.97
C 3.40 1.84 -2.54
C 0.86 0.00 0.26
C -0.02 0.24 -0.92
H 0.47 -0.18 -1.81
H -1.10 -0.07 -0.78
H -0.07 1.28 -1.03
H 1.85 0.57 0.26
H 2.05 3.41 -3.37
H 0.96 -1.03 0.53
*
```

As for the highest occupied orbital energy: -9.8 eV. The calculation puts the HOMO-LUMO gap at 9.968 eV. Its SMILES is C#CI.CCCl. The energy comes out at -24865.7098 eV. The value obtained for the energy above the lowest of the compared OMol25 structures with the same formula, charge and spin is 31.50 kcal/mol.

Results of the Löwdin charge analysis, in e, for atoms 1 through 2: I 0.90; Cl 0.41


C4H6ClN | wB97M-V/def2-TZVPD

Geometry as ORCA input:
```
! RIJCOSX wB97M-V def2-TZVPD def2/J DEFGRID3
* xyz 0 1
Cl 0.34 -1.72 -0.88
N 1.20 0.63 -0.02
C 2.62 0.46 0.13
C 0.29 -0.07 -0.37
C -2.82 -0.53 0.23
C -2.11 0.57 -0.08
H -2.43 -1.58 0.26
H 2.87 -0.60 -0.03
H -2.44 1.54 -0.34
H 2.92 0.91 1.13
H -3.77 -0.72 0.61
H 3.32 1.11 -0.65
*
```

As for the highest occupied orbital energy (spin up / spin down): -8.3 / -8.5 eV. The calculation puts the HOMO-LUMO gap (spin up / spin down) at 8.312 / 8.266 eV. The energy comes out at -18252.0616 eV. The value obtained for the energy above the lowest of the compared OMol25 structures with the same formula, charge and spin is 124.06 kcal/mol.

Results of the Löwdin charge analysis, in e, for atoms 1 through 2: Cl 0.59; N -0.10


C4H6ClN | wB97M-V/def2-TZVPD

Geometry as ORCA input:
```
! RIJCOSX wB97M-V def2-TZVPD def2/J DEFGRID3
* xyz 0 1
Cl 1.08 -0.93 -1.89
N -0.23 -0.28 0.45
C 0.31 0.84 1.33
C -1.40 0.02 -1.70
C 0.94 -0.51 1.18
C -0.25 -0.29 -1.10
H -1.44 0.05 -2.74
H 0.86 -1.36 1.96
H -0.22 1.07 2.26
H 0.97 1.65 0.96
H 1.82 -0.49 0.57
H -2.44 0.23 -1.28
*
```

As for the highest occupied orbital energy: -8.8 eV. The calculation puts the HOMO-LUMO gap at 9.743 eV. Its SMILES is C=C(Cl)N1CC1. The energy comes out at -18254.9851 eV. The value obtained for the energy above the lowest of the compared OMol25 structures with the same formula, charge and spin is 56.64 kcal/mol.

Results of the Löwdin charge analysis, in e, for atoms 1 through 2: Cl 0.73; N -0.10


C4H6ClN2O | wB97M-V/def2-TZVPD

Geometry as ORCA input:
```
! RIJCOSX wB97M-V def2-TZVPD def2/J DEFGRID3
* xyz 1 1
Cl -0.14 -2.32 0.95
O -2.17 -0.99 0.03
N 1.23 1.17 0.02
N -0.53 0.15 1.14
C 0.21 -0.42 -1.52
C -0.91 -0.96 0.27
C 0.36 1.08 0.97
C 1.17 0.41 -1.23
H 0.57 1.91 1.65
H 1.88 0.59 -1.91
H -2.36 -1.94 0.18
H -0.08 -1.08 -2.33
H 1.89 1.91 -0.11
H -1.13 0.50 1.89
*
```

As for the highest occupied orbital energy: -13.7 eV. The calculation puts the HOMO-LUMO gap at 9.688 eV. The energy comes out at -21785.3453 eV. The value obtained for the energy above the lowest of the compared OMol25 structures with the same formula, charge and spin is 69.26 kcal/mol.

Results of the Löwdin charge analysis, in e, for atoms 1 through 2: Cl 0.82; O 0.08


C4H6ClNOS | wB97M-V/def2-TZVPD

Geometry as ORCA input:
```
! RIJCOSX wB97M-V def2-TZVPD def2/J DEFGRID3
* xyz 0 1
Cl 1.11 1.86 -0.27
S -3.06 0.41 -0.30
O 1.44 -1.06 0.78
N -0.75 0.79 1.47
C 0.86 -0.94 -0.51
C 0.65 0.37 -1.06
C -1.34 0.30 0.38
C -0.55 -0.50 -0.58
H 1.47 -1.52 -1.28
H 2.15 -0.53 1.14
H -1.28 1.35 2.19
H -1.26 -0.88 -1.38
H 0.01 0.02 1.67
H 0.55 0.34 -2.24
*
```

As for the highest occupied orbital energy: -8.0 eV. The calculation puts the HOMO-LUMO gap at 8.197 eV. Its SMILES is NC(=S)[C@@H]1[C@H](O)[C@@H]1Cl. The energy comes out at -31137.1967 eV. The value obtained for the energy above the lowest of the compared OMol25 structures with the same formula, charge and spin is 86.29 kcal/mol.

Results of the Löwdin charge analysis, in e, for atoms 1 through 2: Cl 0.70; S 0.43


C4H6ClNOS | wB97M-V/def2-TZVPD

Geometry as ORCA input:
```
! RIJCOSX wB97M-V def2-TZVPD def2/J DEFGRID3
* xyz 0 1
Cl -1.27 -1.11 -1.03
S 1.22 0.86 -1.38
O -0.68 0.06 1.89
N 0.65 1.24 0.36
C 0.06 0.19 0.75
C -1.23 1.09 2.51
C 1.45 -0.84 -0.73
C 0.24 -1.13 -0.01
H -1.92 0.93 3.22
H -0.02 -2.03 0.72
H -1.83 1.94 2.02
H 2.36 -0.93 -0.11
H 1.60 -1.40 -1.79
H -0.36 1.65 2.79
*
```

As for the highest occupied orbital energy: -9.0 eV. The calculation puts the HOMO-LUMO gap at 9.509 eV. Its SMILES is COC1=NSC[C@@H]1Cl. The energy comes out at -31137.6755 eV. The value obtained for the energy above the lowest of the compared OMol25 structures with the same formula, charge and spin is 75.25 kcal/mol.

Results of the Löwdin charge analysis, in e, for atoms 1 through 2: Cl 0.61; S 0.83


C4H6ClNS | wB97M-V/def2-TZVPD

Geometry as ORCA input:
```
! RIJCOSX wB97M-V def2-TZVPD def2/J DEFGRID3
* xyz 0 1
Cl -0.19 -1.20 2.67
S 1.33 -2.87 0.55
N -0.33 -0.44 -0.21
C -0.62 1.96 0.20
C -0.84 0.67 0.39
C 0.42 -1.63 1.11
C 0.58 -0.47 -1.22
H -1.29 2.74 0.67
H -1.77 0.35 1.00
H 1.61 -0.14 -0.99
H 0.70 -1.55 -1.60
H 0.24 0.18 -2.15
H 0.16 2.40 -0.41
*
```

As for the highest occupied orbital energy: -8.3 eV. The calculation puts the HOMO-LUMO gap at 7.522 eV. The energy comes out at -29089.2314 eV. The value obtained for the energy above the lowest of the compared OMol25 structures with the same formula, charge and spin is 80.98 kcal/mol.

Results of the Löwdin charge analysis, in e, for atoms 1 through 2: Cl 0.64; S 0.69


C4H6ClNS | wB97M-V/def2-TZVPD

Geometry as ORCA input:
```
! RIJCOSX wB97M-V def2-TZVPD def2/J DEFGRID3
* xyz 0 1
Cl 1.83 -1.70 0.44
S 1.82 1.22 -0.42
N -0.65 0.91 0.58
C 1.08 -0.35 -0.60
C -0.35 -0.18 -0.01
C 0.41 1.89 0.64
C -1.37 -1.25 -0.28
H 0.72 1.88 1.65
H 1.17 -0.63 -1.56
H -0.69 -2.17 -0.19
H -0.04 2.84 0.44
H -2.13 -1.18 0.56
H -1.80 -1.28 -1.26
*
```

As for the highest occupied orbital energy: -9.3 eV. The calculation puts the HOMO-LUMO gap at 10.066 eV. Its SMILES is CC1=NCS[C@H]1Cl. The energy comes out at -29092.2857 eV. The value obtained for the energy above the lowest of the compared OMol25 structures with the same formula, charge and spin is 10.54 kcal/mol.

Results of the Löwdin charge analysis, in e, for atoms 1 through 2: Cl 0.51; S 0.87


C4H6ClOP | wB97M-V/def2-TZVPD

Geometry as ORCA input:
```
! RIJCOSX wB97M-V def2-TZVPD def2/J DEFGRID3
* xyz 0 1
Cl -1.97 -0.86 1.81
P -1.02 1.59 0.40
O 2.76 1.98 -0.49
C -0.75 -1.63 1.00
C -0.99 -2.11 -0.20
C 0.31 1.47 -0.55
C 1.62 1.15 -0.56
H 0.17 -2.01 1.49
H 2.39 2.85 -0.32
H -2.02 -2.00 -0.47
H -0.32 -2.75 -0.70
H -1.98 2.22 -0.46
H 1.81 0.11 -0.94
*
```

As for the highest occupied orbital energy: -8.5 eV. The calculation puts the HOMO-LUMO gap at 8.740 eV. Its SMILES is OC=C=P.C=CCl. The energy comes out at -28099.6825 eV. The value obtained for the energy above the lowest of the compared OMol25 structures with the same formula, charge and spin is 111.91 kcal/mol.

Results of the Löwdin charge analysis, in e, for atoms 1 through 2: Cl 0.60; P 0.77


C4H6ClP | wB97M-V/def2-TZVPD

Geometry as ORCA input:
```
! RIJCOSX wB97M-V def2-TZVPD def2/J DEFGRID3
* xyz 0 3
Cl 1.00 -1.76 2.61
P 1.75 -0.96 1.03
C -0.80 1.65 -1.12
C 0.16 -1.39 -0.27
C 0.22 1.08 -0.41
C 0.32 -0.10 0.32
H -1.49 0.90 -1.40
H 0.25 -1.45 -1.38
H -1.54 -0.08 2.04
H -0.27 -2.16 0.27
H -0.60 2.50 -1.70
H 1.00 1.77 0.02
*
```

As for the highest occupied orbital energy (spin up / spin down): -7.6 / -9.3 eV. The calculation puts the HOMO-LUMO gap (spin up / spin down) at 8.230 / 7.876 eV. The energy comes out at -26050.1749 eV. The value obtained for the energy above the lowest of the compared OMol25 structures with the same formula, charge and spin is 12.46 kcal/mol.

Results of the Löwdin charge analysis, in e, for atoms 1 through 2: Cl 0.20; P 0.51


C4H6CoO3 | wB97M-V/def2-TZVPD

Geometry as ORCA input:
```
! RIJCOSX wB97M-V def2-TZVPD def2/J DEFGRID3
* xyz 2 4
Co 3.04 1.15 0.38
O 1.77 -0.21 0.33
O -0.19 0.61 -0.28
O -0.07 -1.56 0.28
C 0.59 -2.58 0.57
C 0.60 -0.30 0.09
C -1.60 0.57 -0.41
C -2.20 1.70 -0.70
H -3.29 1.71 -0.78
H -2.05 -0.39 -0.18
H 0.01 -3.51 0.64
H 1.67 -2.53 0.73
H -1.63 2.59 -0.97
H 3.35 2.74 0.30
*
```

As for the highest occupied orbital energy (spin up / spin down): -18.3 / -18.3 eV. The calculation puts the HOMO-LUMO gap (spin up / spin down) at 6.845 / 6.837 eV. The energy comes out at -47990.9139 eV. The value obtained for the energy above the lowest of the compared OMol25 structures with the same formula, charge and spin is 16.63 kcal/mol.

Results of the Löwdin charge analysis, in e, for atoms 1 through 2: Co 0.94; O 0.02